Record 1
C4H4N2O | ωB97M-V with the def2-TZVPD basis set

SMILES: O/C=C1/C=CN=N1

Last column: Mulliken charge in e.
Atoms and positions in Å:
1 O -2.439032 -0.603493 -0.098185  -0.44
2 C -1.592482 0.435597 0.129366  -0.10
3 C -0.219427 0.150177 0.039538  0.75
4 C 1.032964 0.898631 -0.073287  -0.62
5 C 1.985498 -0.016399 -0.089628  -0.07
6 N 1.452356 -1.250517 0.030817  -0.49
7 N 0.038070 -1.127155 0.183966  -0.38
8 H -2.049270 -1.420780 -0.334526  0.41
9 H -2.222200 1.311195 0.038248  0.35
10 H 0.886184 1.954774 0.284795  0.25
11 H 3.127338 -0.332033 -0.111106  0.36

Forces on atoms 1 to 6 (eV/Å):
-0.947 3.403 1.149
-0.231 -2.696 -2.401
-0.324 2.140 0.886
-3.353 4.139 1.500
3.813 -3.121 0.083
-5.452 -1.423 0.773



Record 2
C4H4N2O | ωB97M-V with the def2-TZVPD basis set

Last column: Mulliken charge in e.
Atoms and positions in Å:
1 N -2.187960 0.877091 -0.382875  -0.63
2 C -1.026012 0.409978 -0.233095  0.54
3 C -0.151878 0.830762 0.885608  0.08
4 N 0.978219 0.308936 1.160192  -0.53
5 C 1.366283 -0.768734 0.285364  -0.11
6 C 0.627273 -1.250294 -0.855080  -0.57
7 O -0.467055 -0.505921 -1.133803  -0.18
8 H -2.634345 0.492025 -1.220843  0.29
9 H -0.521719 1.667406 1.481648  0.40
10 H 2.039831 -1.478304 0.752321  0.46
11 H 1.993013 -0.514906 -0.678733  0.25

Forces on atoms 1 to 6 (eV/Å):
0.593 -0.301 -0.107
-0.092 0.116 -0.080
0.337 0.003 0.164
-0.425 0.201 -0.451
0.217 -0.087 -0.721
-0.877 -0.311 0.287



Record 3
C4H4N2O | ωB97M-V with the def2-TZVPD basis set

SMILES: N#CCOC=C=N

Last column: Mulliken charge in e.
Atoms and positions in Å:
1 N -1.398716 1.214902 1.509027  -0.39
2 C -1.381610 0.329086 0.764089  0.28
3 C -1.256137 -0.795822 -0.184285  -0.22
4 O 0.042402 -1.353901 -0.127154  -0.33
5 C 1.014297 -0.478210 -0.609305  -0.71
6 C 1.727797 0.304478 0.156064  0.62
7 N 2.251678 1.274262 0.717143  -0.52
8 H -1.529624 -0.419813 -1.177252  0.28
9 H -1.955267 -1.572784 0.123253  0.27
10 H 1.083280 -0.301116 -1.665004  0.36
11 H 1.401902 1.798921 0.493427  0.35

Forces on atoms 1 to 6 (eV/Å):
-0.035 -0.931 -0.829
0.118 1.032 0.814
-0.049 0.093 0.329
0.125 0.002 -0.224
-0.252 -0.218 0.190
0.266 -0.174 0.011



Record 4
C4H4N2O | ωB97M-V with the def2-TZVPD basis set

Last column: Mulliken charge in e.
Atoms and positions in Å:
1 O -0.686627 1.039128 2.219944  -0.50
2 C -0.441004 0.675527 1.097347  0.49
3 C -1.151972 -0.413982 0.324898  -0.37
4 C -0.256132 -1.402474 -0.405088  -0.34
5 N 0.851251 -0.768492 -0.812927  -0.06
6 C 1.158143 0.589133 -0.545214  -0.01
7 N 0.589666 1.302298 0.337610  -0.44
8 H -1.947316 -0.891260 0.905201  0.32
9 H -1.637681 0.089990 -0.540755  0.29
10 H 1.530861 -1.277252 -1.378033  0.24
11 H 1.930361 1.026425 -1.181372  0.39

Forces on atoms 1 to 6 (eV/Å):
0.089 -0.362 -0.632
-0.061 0.049 0.161
-0.090 -0.061 -0.070
0.197 0.601 -0.068
-0.124 -0.167 0.231
-0.067 0.188 0.161



Record 5
C4H4N2O | ωB97M-V with the def2-TZVPD basis set

SMILES: C1=NC1.N#CC=O

Last column: Mulliken charge in e.
Atoms and positions in Å:
1 C -0.787983 1.038300 0.354900  0.09
2 N -1.891886 1.343111 0.851635  -0.47
3 C -1.684113 -0.076028 0.256081  -0.40
4 H 0.205798 1.438103 0.174101  0.32
5 H -2.186444 -0.303228 -0.683816  0.24
6 H -1.599561 -0.913235 0.948727  0.25
7 N 2.789504 -0.680981 1.247206  -0.30
8 C 2.105396 -0.558721 0.322190  0.39
9 C 1.241415 -0.450815 -0.868070  -0.13
10 O 0.309191 -1.189139 -1.027180  -0.36
11 H 1.498682 0.352633 -1.575777  0.38

Forces on atoms 1 to 6 (eV/Å):
-0.409 0.151 0.228
0.386 -0.173 -0.170
-0.333 -0.180 0.054
-0.224 0.304 0.156
0.045 0.164 0.201
-0.100 0.265 -0.007



Record 6
C4H4N2O | ωB97M-V with the def2-TZVPD basis set

SMILES: [H]/N=c1/cccno1

Last column: Mulliken charge in e.
Atoms and positions in Å:
1 H 2.741238 0.808706 -0.500556  0.27
2 N 2.313327 -0.116600 -0.426025  -0.67
3 C 1.141429 0.018152 0.021624  0.45
4 C 0.166810 -1.064634 0.151747  -0.23
5 C -1.125056 -0.725791 0.067602  -0.25
6 C -1.450130 0.686653 -0.016194  -0.15
7 N -0.620032 1.640067 0.204240  -0.33
8 O 0.692335 1.266841 0.422555  -0.20
9 H 0.525871 -2.084969 0.237349  0.38
10 H -1.929195 -1.454265 0.073286  0.36
11 H -2.456596 1.025842 -0.235632  0.38

Forces on atoms 1 to 6 (eV/Å):
0.127 -0.140 0.038
-0.220 0.072 0.223
0.110 -0.093 -0.124
-0.145 0.060 -0.060
0.160 -0.011 0.044
0.087 0.189 0.051



HOMO level per entry: -9.19 -8.97 -9.61 -8.93 -10.40 -9.50 eV
Frontier orbital gap per entry: 7.82 8.72 10.05 8.45 9.34 9.39 eV
ΔE to the lowest compared entry with this formula, charge and spin per entry: 93.8 96.4 79.5 54.8 93.9 56.7 kcal/mol